[1]
{
  "formula": "C6H4O",
  "method": "the ωB97M-V functional and the def2-TZVPD basis",
  "elements": ["C", "C", "C", "C", "C", "C", "O", "H", "H", "H", "H"],
  "xyz": [[-2.548, 1.622, -1.047], [-1.547, 1.068, -0.523], [-0.429, 0.379, -0.013], [-0.291, -0.905, 0.431], [1.094, -1.090, 0.691], [1.688, 0.096, 0.377], [0.791, 0.996, -0.051], [-1.952, 0.991, -1.860], [-1.098, -1.617, 0.531], [1.580, -1.981, 1.058], [2.712, 0.440, 0.405]],
  "forces_ev_per_angstrom": [[0.5, -0.3, 0.2], [-0.3, 0.2, -0.1], [0.0, -0.2, 0.1], [0.0, 0.1, 0.0], [0.1, 0.1, 0.0], [0.1, -0.2, 0.1], [0.0, 0.0, 0.0], [-0.3, 0.2, -0.4], [0.2, 0.1, 0.0], [0.0, 0.1, -0.1], [-0.1, -0.1, 0.0]],
  "relative_energy_kj_mol": 255.2,
  "homo_lumo_gap_ev": 9.81,
  "total_energy_ha": -306.114349,
  "multiplicity": 1,
  "e_homo_ev": -9.564,
  "charge": 0
}

[2]
{
  "formula": "C7H15N2P",
  "method": "the ωB97M-V functional and the def2-TZVPD basis",
  "elements": ["C", "C", "C", "C", "C", "C", "C", "N", "N", "P", "H", "H", "H", "H", "H", "H", "H", "H", "H", "H", "H", "H", "H", "H", "H"],
  "xyz": [[1.099, 1.753, 2.593], [0.176, 1.057, 3.016], [1.768, 2.957, 2.170], [-0.936, -2.975, 1.119], [-1.895, -1.929, -0.806], [0.886, -0.111, -2.353], [-0.197, 1.505, -0.814], [-0.805, -1.937, 0.239], [0.058, 0.041, -1.199], [0.516, -0.799, 0.166], [2.806, 3.148, 2.560], [1.839, 3.116, 0.989], [1.166, 3.779, 2.441], [-0.482, 0.468, 3.437], [-0.416, -3.030, 2.008], [-1.726, -3.713, 1.087], [-2.398, -0.937, -0.918], [-1.386, -2.265, -1.768], [-2.722, -2.707, -0.516], [1.589, 0.771, -2.449], [1.493, -0.969, -2.205], [0.351, -0.339, -3.261], [0.662, 1.995, -1.153], [-1.011, 1.958, -1.292], [-0.270, 1.696, 0.199]],
  "forces_ev_per_angstrom": [[-3.0, -1.3, 1.3], [5.5, 4.1, -2.6], [2.2, 0.6, -2.9], [-0.9, 1.2, -1.7], [-0.3, -1.3, -0.5], [1.0, 1.0, -0.3], [0.8, -2.3, -2.1], [-1.2, -1.7, 0.6], [-1.2, 2.5, 1.2], [-0.3, -1.7, 1.0], [-1.0, -0.5, -0.3], [0.0, -0.9, 2.3], [-0.7, 1.0, 0.7], [-2.9, -2.8, 1.7], [1.7, 0.3, 1.4], [-0.3, 0.4, -0.7], [0.8, -0.8, 0.1], [-1.0, 0.6, 1.0], [1.7, 1.4, -0.5], [-0.7, -0.8, -0.4], [0.8, -0.8, 0.2], [-0.4, 0.5, -0.5], [1.4, 1.3, -0.5], [-1.5, 0.3, -1.0], [-0.3, -0.3, 2.2]],
  "relative_energy_kj_mol": 356.7,
  "homo_lumo_gap_ev": [6.91, 7.20],
  "total_energy_ha": -726.361174,
  "multiplicity": 1,
  "e_homo_ev": [-6.302, -6.316],
  "charge": 0
}

[3]
{
  "formula": "C35H28Br4N4O5SW",
  "method": "the ωB97M-V functional and the def2-TZVPD basis",
  "elements": ["W", "C", "O", "C", "C", "C", "C", "C", "C", "N", "N", "C", "C", "O", "C", "C", "C", "C", "C", "C", "C", "C", "H", "H", "H", "H", "H", "H", "H", "H", "H", "H", "H", "H", "H", "C", "C", "N", "C", "C", "C", "S", "N", "C", "O", "C", "C", "C", "C", "C", "C", "H", "H", "H", "H", "H", "H", "H", "H", "H", "H", "H", "H", "H", "H", "H", "Br", "C", "C", "Br", "C", "Br", "C", "O", "C", "O", "C", "Br"],
  "xyz": [[-0.735, 0.235, -0.214], [-1.490, 3.470, 0.126], [-0.705, 2.333, 0.590], [-0.378, 2.340, 1.950], [-0.850, 3.219, 2.901], [-0.399, 3.039, 4.205], [0.481, 2.016, 4.536], [0.948, 1.141, 3.566], [0.508, 1.327, 2.267], [0.868, 0.521, 1.146], [2.039, -0.002, 1.254], [2.578, -0.778, 0.320], [1.979, -0.967, -0.959], [0.806, -0.435, -1.194], [2.639, -1.662, -1.981], [3.869, -2.191, -1.712], [4.521, -2.054, -0.454], [5.793, -2.618, -0.242], [6.420, -2.463, 0.968], [5.795, -1.740, 1.992], [4.549, -1.180, 1.811], [3.893, -1.332, 0.584], [-2.478, 3.433, 0.583], [-1.537, 3.399, -0.953], [-0.960, 4.372, 0.424], [-1.536, 4.017, 2.660], [-0.751, 3.709, 4.977], [0.801, 1.900, 5.562], [1.634, 0.343, 3.806], [2.161, -1.764, -2.945], [4.388, -2.742, -2.488], [6.268, -3.169, -1.043], [7.398, -2.893, 1.136], [6.300, -1.618, 2.940], [4.081, -0.618, 2.605], [-0.744, -5.280, 2.236], [-0.951, -3.999, 3.025], [-2.136, -3.244, 2.584], [-3.449, -3.635, 3.161], [-4.261, -4.522, 2.232], [-2.076, -2.301, 1.678], [-0.542, -1.971, 0.908], [-3.247, -1.715, 1.320], [-3.331, -0.504, 0.912], [-2.271, 0.331, 0.965], [-4.550, 0.041, 0.328], [-5.728, -0.706, 0.415], [-6.882, -0.242, -0.187], [-6.866, 0.957, -0.889], [-5.695, 1.697, -0.989], [-4.538, 1.244, -0.378], [0.151, -5.786, 2.595], [-0.617, -5.073, 1.174], [-1.581, -5.964, 2.358], [-0.086, -3.341, 2.946], [-1.095, -4.201, 4.086], [-3.987, -2.724, 3.410], [-3.219, -4.148, 4.093], [-4.413, -4.046, 1.265], [-5.238, -4.700, 2.681], [-3.787, -5.488, 2.077], [-5.733, -1.640, 0.959], [-7.797, -0.813, -0.114], [-7.771, 1.315, -1.363], [-5.683, 2.626, -1.544], [-3.628, 1.817, -0.476], [-3.358, -1.560, -6.369], [-2.631, -0.591, -4.945], [-2.220, 0.746, -5.134], [-2.388, 1.559, -6.810], [-1.680, 1.485, -4.082], [-1.122, 3.264, -4.212], [-1.559, 0.841, -2.863], [-1.061, 1.360, -1.718], [-1.968, -0.464, -2.670], [-1.800, -0.863, -1.395], [-2.508, -1.215, -3.703], [-3.039, -2.969, -3.346]],
  "forces_ev_per_angstrom": [[0.0, 0.4, 0.4], [0.0, 0.0, 0.0], [-0.2, -0.1, 0.0], [0.0, -0.1, 0.0], [0.0, -0.1, 0.0], [0.0, 0.0, 0.0], [0.0, 0.0, 0.0], [0.0, 0.2, 0.0], [0.0, 0.0, -0.1], [0.1, 0.0, 0.2], [0.0, -0.1, 0.0], [-0.1, 0.1, 0.0], [-0.1, -0.1, 0.0], [-0.1, 0.3, -0.1], [0.0, 0.0, 0.1], [0.1, 0.0, 0.0], [0.0, 0.0, 0.0], [0.0, 0.0, 0.0], [0.0, 0.0, 0.0], [0.0, 0.0, 0.0], [0.0, 0.0, -0.1], [0.0, 0.0, 0.0], [0.0, 0.0, 0.0], [0.0, 0.0, 0.0], [0.0, 0.0, 0.0], [0.0, 0.0, 0.0], [0.0, 0.0, 0.0], [0.0, 0.0, 0.0], [0.0, 0.0, 0.0], [0.0, 0.0, 0.0], [0.0, 0.0, 0.0], [0.0, 0.0, 0.0], [0.0, 0.0, 0.0], [0.0, 0.0, 0.0], [0.0, 0.0, 0.0], [0.0, -0.1, 0.0], [0.0, 0.1, 0.1], [0.0, 0.0, 0.0], [0.1, 0.1, 0.0], [-0.1, 0.0, 0.0], [-0.2, 0.1, 0.0], [0.0, -0.2, -0.2], [0.1, 0.0, 0.0], [0.4, 0.0, 0.0], [0.1, 0.1, -0.4], [-0.2, -0.2, 0.1], [0.0, 0.0, 0.0], [0.0, 0.0, 0.0], [0.0, 0.0, 0.0], [0.0, 0.0, 0.0], [-0.1, 0.0, -0.1], [0.0, 0.0, 0.0], [0.0, 0.0, 0.0], [0.0, 0.0, 0.0], [0.0, 0.0, 0.0], [0.0, -0.1, 0.0], [0.0, 0.0, 0.0], [0.0, 0.0, 0.0], [0.0, 0.0, 0.0], [0.0, 0.0, 0.0], [0.0, 0.0, 0.0], [0.0, 0.0, 0.0], [0.0, 0.0, 0.0], [0.0, 0.0, 0.0], [0.0, 0.0, 0.0], [0.0, 0.0, 0.0], [0.0, 0.0, 0.0], [0.0, 0.0, 0.0], [0.0, 0.0, 0.0], [0.0, 0.0, 0.0], [0.0, -0.1, 0.1], [0.0, 0.0, 0.0], [-0.1, -0.1, 0.0], [0.3, 0.0, 0.1], [-0.1, 0.0, -0.1], [-0.1, -0.4, 0.0], [0.1, 0.2, 0.0], [0.0, 0.0, 0.0]],
  "relative_energy_kj_mol": 10.8,
  "homo_lumo_gap_ev": 5.71,
  "total_energy_ha": -12706.663484,
  "multiplicity": 1,
  "e_homo_ev": -13.322,
  "charge": 2
}